A gas-phase ion, C3HBrIO2 (charge -1) in a non-equilibrium geometry, computed with the ωB97M-V functional and the def2-TZVPD basis.

Last column: Mulliken charge in e.
Positions of all 8 atoms, in Å:
1 I -2.447 -0.693 0.138  0.108
2 Br 0.454 -2.900 0.181  -0.192
3 O -1.069 2.222 -0.361  -0.681
4 O 1.100 1.671 -0.098  -0.687
5 C -0.509 0.008 0.104  -0.203
6 C -0.117 1.478 -0.139  0.561
7 C 0.799 -1.082 0.134  -0.354
8 H 1.790 -0.705 0.041  0.447

Atoms 1-6, force components in eV/Å:
I 0.1 0.0 0.0
Br 0.2 -0.4 0.1
O -0.6 0.7 -0.1
O 0.8 0.2 0.1
C 6.4 -5.0 0.0
C -0.3 -0.5 0.1

Output
LUMO (alpha / beta) (eV): 2.90 / 2.90
HOMO level (alpha / beta) (Ha): -0.167 / -0.161
Calculated total energy (eV): -85364.414
SMILES string: O=C([O-])/C(I)=C/Br
Net charge: -1
Orbital gap (alpha / beta) (eV): 7.4 / 7.3
Energy relative to the best compared isomer or geometry (same formula, charge and spin) (kJ/mol): 129.2

---

A gas-phase ion, C4H8NO2P2 (charge +1) in a non-equilibrium geometry, computed with the ωB97M-V functional and the def2-TZVPD basis.

Last column: Mulliken charge in e.
Positions of all 17 atoms, in Å:
1 P -1.916 -0.499 -1.423  0.027
2 P -0.351 1.862 -0.244  0.213
3 O -0.542 -0.744 0.700  -0.281
4 O 0.795 -1.745 2.269  -0.431
5 N -0.367 -0.102 -0.497  0.120
6 C 1.700 -0.852 0.179  -0.423
7 C 0.642 -1.246 1.212  0.458
8 C 0.876 -0.553 -1.085  -0.564
9 C -1.015 2.017 1.344  -0.421
10 H -1.233 1.125 1.786  0.290
11 H -1.455 0.161 -2.762  0.164
12 H 1.235 0.273 -1.536  0.384
13 H -1.032 2.800 2.043  0.349
14 H 0.726 -1.329 -1.902  0.308
15 H 2.348 -0.110 0.466  0.334
16 H -2.731 0.693 -0.798  0.170
17 H 2.321 -1.750 0.247  0.304

Atoms 1-6, force components in eV/Å:
P -0.7 1.7 -1.0
P -0.8 0.6 2.6
O -1.9 -1.3 1.9
O -1.0 0.0 -0.4
N -1.9 1.9 0.0
C -1.5 -3.7 -0.5

Output
LUMO (eV): -4.93
HOMO level (Ha): -0.520
Calculated total energy (eV): -28428.787
SMILES string: C=P[N@@+]1(P)CCC(=O)O1
Net charge: +1
Orbital gap (eV): 9.2
Energy relative to the best compared isomer or geometry (same formula, charge and spin) (kJ/mol): 76.4

---

11 unconnected molecules or ions with the total composition C35H78BrN3O11, computed with the ωB97M-V functional and the def2-TZVPD basis.

Last column: Mulliken charge in e.
Positions of all 128 atoms, in Å:
1 Br -3.726 -7.549 3.513  -0.209
2 O 2.911 -0.034 -0.786  -0.405
3 O -2.445 1.607 5.292  -0.471
4 O 2.209 0.063 2.001  -0.710
5 O 9.535 -1.847 3.042  -0.477
6 O 5.614 -3.797 0.032  -0.495
7 O -7.398 -7.919 3.964  -0.479
8 O 3.511 3.844 -3.003  -0.504
9 O 0.297 -0.479 -7.354  -0.552
10 O -5.712 3.362 3.228  -0.498
11 O -0.492 6.660 -3.859  -0.426
12 O 0.957 5.129 -7.713  -0.446
13 N 0.083 -0.546 2.703  0.874
14 N -3.413 -2.378 3.639  -0.575
15 N -2.141 -2.256 1.117  -0.548
16 C -7.540 2.603 1.791  -1.145
17 C -1.665 6.464 -3.073  -0.206
18 C -2.270 -4.639 0.968  -0.764
19 C -2.518 -3.448 1.666  0.270
20 C 9.724 -0.443 3.186  -0.193
21 C 6.950 -3.802 -0.466  -0.294
22 C -3.137 -3.511 2.929  0.243
23 C 1.465 -2.113 1.364  -0.777
24 C -3.040 -1.264 3.091  -0.258
25 C 5.264 0.427 -1.192  -1.010
26 C 1.802 4.290 -4.696  -0.548
27 C 0.939 -1.596 4.800  -1.384
28 C -0.881 5.527 -9.274  -1.147
29 C 0.815 0.757 -6.868  -0.088
30 C -2.851 7.245 -3.603  -1.070
31 C -6.838 2.492 3.131  -0.070
32 C -3.866 1.567 5.459  0.208
33 C 11.191 -0.055 3.190  -1.031
34 C -2.375 -1.191 1.824  0.677
35 C -0.401 5.540 -7.835  -0.122
36 C 3.833 0.613 -1.660  -0.062
37 C -1.898 0.144 1.340  -1.023
38 C -2.339 -7.118 0.708  -1.614
39 C -7.363 -8.853 1.707  -0.686
40 C -2.605 -5.860 1.480  0.949
41 C 7.839 -2.804 0.250  -0.667
42 C -3.225 -5.885 2.756  0.380
43 C 2.291 0.925 -7.171  -0.992
44 C 2.172 4.294 -3.227  -0.240
45 C -8.002 -7.875 2.676  -0.230
46 C 0.287 -0.389 4.156  -0.227
47 C -3.489 -4.760 3.464  -0.741
48 C -0.645 0.597 2.131  -0.758
49 C 1.334 -0.775 2.023  -0.017
50 C -4.337 2.660 6.397  -1.282
51 H 8.861 -2.842 -0.129  0.357
52 H -3.282 -7.561 0.381  0.306
53 H 1.655 -2.852 2.147  0.293
54 H -4.041 3.636 6.012  0.277
55 H 1.536 3.608 -2.667  0.309
56 H 0.534 -2.394 0.876  0.126
57 H 0.279 -2.463 4.783  0.273
58 H -1.668 0.066 0.279  0.399
59 H 3.596 1.675 -1.751  0.130
60 H 7.459 -1.788 0.111  0.059
61 H -1.866 5.394 -3.110  0.287
62 H 9.960 -2.284 3.786  0.272
63 H -0.532 6.534 -7.393  0.255
64 H -3.893 2.535 7.388  0.457
65 H 0.778 -1.191 -6.922  0.308
66 H -6.308 -8.613 1.559  0.069
67 H -3.965 -4.788 4.433  0.520
68 H -0.951 1.267 2.936  0.366
69 H 2.041 5.295 -2.805  0.208
70 H 2.306 -2.096 0.676  0.265
71 H -8.378 1.907 1.730  0.342
72 H -6.026 4.265 3.125  0.277
73 H 5.407 0.871 -0.204  0.348
74 H -5.422 2.644 6.506  0.323
75 H 4.104 4.438 -3.473  0.262
76 H -0.765 4.532 -9.705  0.277
77 H 1.922 3.290 -5.114  0.033
78 H -7.860 -8.823 0.736  0.321
79 H 7.315 -4.818 -0.315  0.324
80 H -0.974 4.835 -7.235  0.258
81 H 0.235 1.536 -7.362  0.153
82 H 1.164 -1.363 5.842  0.421
83 H 0.857 0.524 4.366  0.479
84 H -0.301 6.225 -9.882  0.340
85 H -1.931 5.815 -9.338  0.348
86 H 5.972 0.889 -1.881  0.448
87 H -6.846 2.386 0.980  0.287
88 H -2.042 1.496 6.159  0.259
89 H -7.539 2.692 3.948  0.254
90 H -2.650 8.319 -3.580  0.327
91 H -3.250 -0.341 3.621  0.470
92 H 2.469 0.858 -8.245  0.305
93 H -4.168 0.582 5.834  0.267
94 H -0.708 -0.257 4.582  0.121
95 H -6.469 -7.691 3.856  0.225
96 H 5.496 -0.637 -1.112  0.030
97 H -3.744 7.055 -3.005  0.338
98 H 7.861 -3.000 1.320  0.228
99 H 6.943 -3.608 -1.545  0.260
100 H -0.272 7.596 -3.837  0.241
101 H -1.791 -4.571 0.000  0.358
102 H -7.957 -6.857 2.274  0.239
103 H 11.309 1.026 3.270  0.319
104 H 9.233 -0.089 4.099  0.273
105 H 5.252 -2.913 -0.093  0.216
106 H -2.690 0.884 1.470  0.384
107 H 11.711 -0.517 4.033  0.321
108 H 9.213 0.010 2.338  0.250
109 H 1.884 -1.870 4.331  0.298
110 H 2.878 0.141 -6.687  0.334
111 H -3.058 6.966 -4.637  0.257
112 H -9.051 -8.123 2.832  0.286
113 H -1.466 6.730 -2.030  0.283
114 H -4.295 1.705 4.469  -0.097
115 H -6.446 1.484 3.271  0.253
116 H 11.675 -0.393 2.273  0.282
117 H -1.746 -6.899 -0.176  0.375
118 H 2.448 4.963 -5.263  0.388
119 H 3.693 0.156 -2.640  0.279
120 H -7.927 3.614 1.641  0.329
121 H 2.653 1.891 -6.818  0.283
122 H 0.633 0.837 -5.791  0.263
123 H -7.423 -9.869 2.099  0.248
124 H 1.502 5.738 -8.219  0.250
125 H 0.773 4.614 -4.840  0.066
126 H -1.839 -7.861 1.325  0.420
127 H 2.995 0.358 0.093  0.237
128 H 0.008 1.178 1.480  0.347

Atoms 1-6, force components in eV/Å:
Br 0.0 -0.2 0.0
O 0.1 0.0 -0.1
O -0.1 -0.1 -0.2
O -0.2 -0.1 0.0
O 0.0 0.0 0.0
O 0.1 0.0 0.0

Output
LUMO (eV): 0.05
HOMO level (Ha): -0.322
Calculated total energy (eV): -134593.265
SMILES string: CCN(CCc1cnc2cc(Br)c(C)cc2n1)C(C)=O.CCO.CCO.CCO.CCO.CCO.CCO.CCO.CCO.CCO.CCO
Orbital gap (eV): 8.8

---

2 unconnected molecules or ions with the total composition CHNO5 in a non-equilibrium geometry, computed with the ωB97M-V functional and the def2-TZVPD basis.

Last column: Mulliken charge in e.
Positions of all 8 atoms, in Å:
1 O -2.355 -1.398 0.014  -0.387
2 O -2.400 0.590 -1.185  -0.390
3 O 0.299 -0.646 -0.799  -0.570
4 O 2.285 -0.266 -0.293  -0.610
5 O 0.830 -0.303 1.220  -0.382
6 N 1.145 -0.423 -0.030  1.152
7 C -2.333 -0.382 -0.551  0.793
8 H 1.716 -0.184 1.631  0.395

Atoms 1-6, force components in eV/Å:
O 0.1 0.5 0.1
O 0.3 -0.1 0.5
O -2.9 -0.7 -1.5
O 3.2 0.3 -0.3
O -0.5 0.2 3.3
N 0.9 0.2 -1.6

Output
LUMO (eV): 0.39
HOMO level (Ha): -0.437
Calculated total energy (eV): -12777.350
SMILES string: O=[N+]([O-])O.O=C=O
Orbital gap (eV): 12.3
Energy relative to the best compared isomer or geometry (same formula, charge and spin) (kJ/mol): 0.0

---

Which value of calculated total energy does entry 3 give? -134593.265 eV